Computed, not measured: the molecule C4H8O2, with ωB97M-V/def2-TZVPD.

XYZ file:
```
14
C4H8O2 ωB97M-V/def2-TZVPD
C -1.85889 -0.31863 -0.23372
C -0.41650 0.03839 -0.49161
C 0.69998 -0.81934 0.11813
C 1.18278 0.50766 0.72892
O 2.30889 1.08886 0.14606
O 0.00191 1.17959 0.29844
H -2.51298 0.49261 -0.56841
H -2.13626 -1.22960 -0.77402
H -2.02784 -0.47403 0.83588
H -0.26034 0.24224 -1.56020
H 1.39918 -1.29806 -0.57086
H 0.34102 -1.54191 0.85731
H 1.32304 0.54041 1.81561
H 1.95604 1.59181 -0.60153
```

The max |F| is 0.0068 hartree/bohr. As for the SMILES: C[C@@H]1C[C@@H](O)O1. The HOMO-LUMO gap comes out at 11.092 eV. Its highest occupied orbital energy is -10.07 eV. The total charge is 0. For the energy above the lowest of the compared OMol25 structures with the same formula, charge and spin, the calculation gives 34.02 kcal per mole.


Computed, not measured: the molecule C4H8O2, with ωB97M-V/def2-TZVPD.

XYZ file:
```
14
C4H8O2 ωB97M-V/def2-TZVPD
C -2.16211 -0.23895 0.37286
C -0.93796 0.58470 0.02696
O 0.10136 0.31738 0.96865
C 1.27660 -0.01504 0.34292
C 1.57099 -1.29400 0.12720
O 2.65889 -1.77950 -0.52319
H -1.93921 -1.30933 0.29942
H -2.98392 -0.00382 -0.31212
H -2.48714 -0.03412 1.39578
H -1.15114 1.66146 0.03833
H -0.57750 0.32014 -0.97447
H 1.90268 0.81097 -0.00964
H 0.93675 -2.08813 0.50681
H 3.19469 -1.04596 -0.83548
```

The max |F| is 0.0082 hartree/bohr. As for the SMILES: CCO/C=C/O. The HOMO-LUMO gap comes out at 9.662 eV. Its highest occupied orbital energy is -8.75 eV. The total charge is 0. For the energy above the lowest of the compared OMol25 structures with the same formula, charge and spin, the calculation gives 48.32 kcal per mole.


Computed, not measured: the molecule C4H8O2, with ωB97M-V/def2-TZVPD.

XYZ file:
```
14
C4H8O2 ωB97M-V/def2-TZVPD
C -1.40337 0.27037 -0.21522
C -0.76442 -1.10756 -0.12354
O 0.36357 -1.09648 0.71821
C 1.38492 -0.29965 0.16284
C 0.80621 1.13918 0.20314
O -0.39928 1.21107 -0.56218
H -2.15529 0.30172 -1.01811
H -1.92768 0.53452 0.72132
H -1.42663 -1.85869 0.30490
H -0.43871 -1.40806 -1.13106
H 2.28069 -0.57575 0.74003
H 1.60212 -0.60789 -0.87809
H 0.57940 1.41781 1.24556
H 1.44290 1.90804 -0.24582
```

The max |F| is 0.0183 hartree/bohr. As for the SMILES: C1COCCO1. The HOMO-LUMO gap comes out at 10.440 eV. Its highest occupied orbital energy is -9.32 eV. The total charge is 0. For the energy above the lowest of the compared OMol25 structures with the same formula, charge and spin, the calculation gives 39.48 kcal per mole.